Record 1
DFT (the ωB97M-V functional and the def2-TZVPD basis) results for a cluster of 10 separate species, C48H78F30N11O22S10 in total in a non-equilibrium geometry.

ORCA input file:
```
! RIJCOSX wB97M-V def2-TZVPD def2/J DEFGRID3
* xyz 1 1
S -0.26 -2.50 -6.17
S -2.36 -1.12 -6.55
S -8.12 0.48 5.93
S -6.56 -1.43 6.78
S -3.60 7.76 0.65
S 3.56 4.93 -1.41
S -2.03 -10.69 -4.36
S -5.13 5.92 -0.05
S -3.51 -8.87 -3.29
S 4.34 2.71 -2.49
F -9.02 1.12 3.47
F -9.47 -0.85 3.96
F 5.38 5.98 0.13
F 4.60 1.89 0.10
F -5.78 4.97 -2.57
F -1.14 7.86 -0.54
F -7.54 -4.19 6.43
F -7.15 6.44 -1.68
F -3.35 -0.55 -9.03
F -0.75 -8.39 -5.34
F 2.27 -2.11 -6.88
F 6.32 1.40 -1.19
F -10.77 0.83 4.81
F -2.38 9.68 -0.82
F -2.61 -7.41 -1.18
F -4.40 -8.44 -0.68
F 0.55 -10.00 -4.67
F -0.53 -10.34 -6.44
F 1.70 -1.58 -4.76
F -1.17 -0.28 -8.91
F -7.21 4.41 -1.01
F -1.44 9.25 1.09
F -2.47 1.22 -8.06
F -5.72 -4.07 7.36
F 3.53 7.18 -0.10
F -7.45 -3.40 8.42
F 4.54 0.24 -1.25
F 1.96 -3.63 -5.16
F -4.46 -6.60 -2.04
F 5.12 7.21 -1.66
O -0.81 -3.35 -5.12
O 2.82 4.33 -0.30
O -3.02 -7.90 -4.38
O 3.20 -6.90 1.45
O -8.69 1.46 6.90
O -3.08 -0.27 -5.57
O -1.36 -11.92 -3.91
O -3.10 -10.91 -5.36
O -3.02 -2.35 -6.92
O -3.11 6.88 1.76
O -5.59 -1.47 5.67
O 1.99 -4.90 6.94
O -6.07 6.31 1.06
O 4.95 2.18 -3.73
O -6.88 0.98 5.29
O 2.83 2.51 -2.54
O -4.79 -9.51 -3.58
O -5.97 -0.91 8.01
O -4.56 4.62 0.21
O 2.81 5.52 -2.56
O -0.28 -3.04 -7.54
O -4.51 8.76 1.03
N -0.71 -1.11 -6.08
N -2.35 -9.81 -2.89
N 4.67 2.68 -11.88
N 0.99 -8.86 -0.04
N -1.35 -0.33 0.44
N 4.34 -3.85 7.80
N 4.99 4.01 -1.94
N -8.20 -0.96 6.45
N -4.34 6.95 -0.78
N 1.55 6.27 5.68
N -0.13 4.12 -6.98
C 2.60 5.05 5.95
C -6.85 -3.34 7.25
C -1.23 4.43 -6.01
C 3.31 4.24 -10.77
C 4.50 6.79 5.40
C -9.48 0.39 4.50
C 1.58 2.72 -7.80
C -0.44 0.61 1.34
C 0.57 -4.89 6.96
C 2.97 1.97 -10.31
C -1.71 4.19 5.56
C 2.49 -8.54 -0.42
C 4.58 -5.39 9.80
C 3.94 1.68 -11.33
C 3.96 5.56 6.34
C -2.06 8.64 0.03
C -6.42 5.38 -1.41
C -0.13 -2.50 1.20
C 5.75 2.42 -12.91
C 0.76 4.60 -9.11
C -0.58 -9.74 -5.23
C -3.78 -7.79 -1.70
C -0.28 4.44 5.95
C 1.34 7.04 6.96
C -3.70 -1.68 0.23
C 2.65 3.27 -10.07
C 3.19 -8.31 0.91
C 4.06 -5.27 8.36
C 2.56 -5.49 8.16
C 3.53 7.84 4.83
C 2.44 -7.37 -1.43
C 1.61 -2.44 -5.76
C -2.32 -0.09 -8.28
C -0.10 4.91 -8.06
C -5.15 -1.56 0.75
C 3.72 -6.89 2.81
C 0.09 -0.30 2.49
C 1.66 3.57 -8.99
C -2.68 -0.73 1.03
C 0.68 3.06 -6.73
C 2.13 7.24 4.55
C 0.13 5.80 5.22
C -1.60 0.51 -0.84
C 4.50 6.51 -0.74
C 0.71 -1.69 2.16
C -0.55 -1.58 0.00
C 4.97 1.46 -1.10
C 4.42 4.01 -11.61
H 0.29 -5.48 6.08
H 0.07 -5.35 7.82
H -5.23 -1.72 1.82
H 2.22 1.84 -7.79
H -0.25 4.59 7.03
H 3.99 5.99 7.34
H 4.27 -8.47 0.95
H -1.89 3.57 -5.90
H 4.68 4.75 6.37
H -0.81 4.76 -5.06
H 0.70 0.17 3.26
H -1.00 -2.89 1.72
H -5.82 -2.25 0.24
H 0.87 -2.28 3.06
H 0.64 5.08 -10.07
H -0.69 1.09 -0.98
H 1.32 7.97 4.58
H 2.82 -8.91 1.75
H 2.72 -9.47 -0.93
H 0.50 7.74 6.94
H 3.32 8.65 5.53
H 3.44 -6.95 -1.60
H 0.06 5.78 4.13
H 2.21 7.66 7.14
H 4.71 -5.90 7.76
H 0.37 -8.18 0.39
H -1.04 1.42 1.75
H 1.65 -1.55 1.62
H 5.69 1.38 -13.22
H 5.22 -3.99 7.31
H -1.89 -0.12 -1.69
H 1.89 -6.51 -1.04
H -5.55 -0.60 0.44
H 1.17 -9.57 0.65
H 2.66 1.16 -9.67
H -2.40 1.24 -0.70
H 4.60 -6.46 10.01
H 0.03 -3.94 6.88
H -1.12 -2.15 -0.73
H 0.43 -9.27 -0.77
H 4.07 -5.92 3.14
H -2.13 3.60 6.38
H 2.18 6.64 3.64
H 4.58 -3.26 8.58
H 2.27 4.49 6.83
H -0.53 6.56 5.64
H 5.11 4.72 -12.05
H 3.65 -3.45 7.19
H -3.75 -1.54 -0.85
H 1.10 6.27 7.70
H -2.56 -1.22 2.01
H 2.51 4.45 5.05
H 0.41 3.62 5.76
H 0.52 -3.23 0.72
H 2.03 -5.04 9.00
H -3.32 -2.70 0.30
H 4.51 -7.62 2.99
H 6.69 2.76 -12.47
H 3.99 -4.86 10.55
H 3.14 5.29 -10.59
H 5.63 3.01 -13.82
H -2.40 5.03 5.58
H -1.80 3.63 4.63
H 2.43 -6.57 8.15
H 5.59 -5.01 9.99
H -3.17 0.22 1.22
H 0.29 -1.18 -0.56
H 4.11 8.27 4.02
H -0.77 -0.46 3.14
H 4.84 6.22 4.53
H 4.13 0.69 -11.74
H 2.01 -7.60 -2.40
H 5.45 7.06 5.87
H -0.78 5.75 -8.02
H 0.41 2.34 -5.96
H 2.92 -7.10 3.53
H 0.43 0.91 0.76
H -1.68 5.35 -6.37
*
```

Kohn-Sham gap: 3.48 eV
highest occupied orbital energy: -8.80 eV



Record 2
DFT (the ωB97M-V functional and the def2-TZVPD basis) results for a structure of composition C36H46N4O2P2Ti in a non-equilibrium geometry.

ORCA input file:
```
! RIJCOSX wB97M-V def2-TZVPD def2/J DEFGRID3
* xyz 4 1
Ti -0.94 0.26 -0.91
P -0.31 0.58 1.50
P 1.55 0.59 -0.69
O -3.10 0.44 -0.80
O -1.24 1.85 -2.02
N -0.97 -1.53 -1.38
N -1.58 -2.73 0.53
N -0.98 -3.90 -1.36
N 1.29 0.12 1.01
C -1.28 4.30 2.80
C 0.96 2.63 2.85
C 4.19 0.19 -0.13
C 2.73 4.83 -1.88
C -1.05 2.16 -3.44
C 5.79 -0.88 -1.57
C 1.89 2.36 -0.95
C -1.17 -2.76 -0.74
C -2.33 2.59 -1.40
C -0.80 -0.39 2.95
C -1.31 3.09 2.13
C -1.62 -1.56 5.32
C -0.29 -1.19 5.15
C -1.28 -5.19 -0.70
C -0.80 -1.62 -2.85
C 2.42 3.84 -2.79
C -0.39 -4.03 -2.70
C 2.22 3.35 -0.04
C -2.36 -5.02 0.35
C 4.79 -1.16 -2.49
C 2.63 4.59 -0.52
C -3.55 1.70 -1.36
C -0.14 4.67 3.49
C 3.19 -0.11 -1.05
C 3.48 -0.78 -2.23
C 0.21 -2.71 -3.16
C -1.92 -3.93 1.32
C -4.21 -0.49 -0.63
C 5.49 -0.21 -0.39
C 0.13 -0.60 3.97
C -0.19 2.27 2.14
C -2.14 -0.74 3.12
C -2.54 -1.33 4.31
C 0.97 3.84 3.53
C 2.00 2.60 -2.33
C 1.63 -1.33 1.15
H -0.12 5.62 4.03
H 3.97 0.75 0.78
H 1.34 -1.91 0.27
H 1.82 1.79 -3.04
H 1.13 -1.75 2.02
H 1.16 -0.29 3.86
H -4.85 -0.15 0.19
H -2.00 2.86 -0.39
H -1.68 -1.85 1.00
H -0.36 -5.57 -0.25
H 2.90 5.37 0.19
H -1.59 -5.89 -1.47
H -3.80 -1.47 -0.40
H 2.71 -0.98 -2.97
H -2.15 4.94 2.81
H -2.55 3.51 -1.95
H -2.50 -5.96 0.88
H -4.33 2.14 -0.73
H -2.72 -3.67 2.01
H 2.53 4.01 -3.86
H 6.81 -1.17 -1.78
H 1.82 1.98 2.88
H 2.17 3.18 1.02
H -2.23 2.76 1.66
H -4.79 -0.54 -1.55
H -1.94 -2.01 6.25
H 0.42 -1.36 5.95
H -1.06 -4.25 1.90
H 0.42 -2.75 -4.23
H 5.03 -1.68 -3.41
H 1.14 -2.51 -2.63
H 6.27 0.02 0.32
H -3.96 1.52 -2.35
H -3.30 -4.76 -0.12
H 1.85 4.12 4.10
H -1.98 2.02 -3.99
H -0.71 3.19 -3.53
H -3.58 -1.59 4.46
H -1.16 -4.37 -3.39
H 0.38 -4.80 -2.66
H 2.70 -1.44 1.28
H -2.87 -0.52 2.35
H -1.76 -1.84 -3.32
H 3.08 5.80 -2.23
H -0.43 -0.65 -3.23
H -0.28 1.49 -3.83
*
```

Kohn-Sham gap: 5.44 eV
highest occupied orbital energy: -18.83 eV



Record 3
DFT (the ωB97M-V functional and the def2-TZVPD basis) results for a cluster of 8 separate species, C28H74N2O12 in total in a non-equilibrium geometry.

ORCA input file:
```
! RIJCOSX wB97M-V def2-TZVPD def2/J DEFGRID3
* xyz 0 1
O -10.19 -15.12 -2.32
O -9.39 -9.20 0.47
O -11.27 -17.76 -1.36
O -15.17 -13.10 -1.60
O -6.08 -22.09 1.14
O -12.95 -13.43 -6.74
O -12.37 -11.47 3.98
O -12.22 -19.85 0.64
O -4.78 -13.62 2.03
O -13.39 -16.23 0.08
O -16.38 -18.57 -0.11
O -8.10 -15.23 2.37
N -9.01 -21.75 1.64
N -13.83 -12.05 -3.89
C -4.77 -22.52 1.11
C -13.71 -11.46 -2.60
C -8.85 -11.20 1.59
C -14.23 -14.75 1.73
C -6.65 -22.18 2.40
C -13.32 -19.89 -0.33
C -16.57 -17.74 1.05
C -11.34 -21.03 0.74
C -15.81 -18.30 2.28
C -6.71 -15.12 2.42
C -9.97 -10.26 1.08
C -15.05 -11.69 -1.87
C -9.99 -17.27 -1.43
C -14.01 -11.61 5.74
C -12.65 -11.98 -4.73
C -13.62 -10.97 4.39
C -6.23 -13.68 2.09
C -13.02 -15.48 1.20
C -18.12 -17.81 1.39
C -11.85 -14.57 0.85
C -16.50 -13.52 -1.31
C -10.89 -10.84 0.06
C -14.61 -10.89 3.27
C -10.02 -20.66 1.53
C -9.62 -16.28 -2.61
C -7.93 -21.32 2.50
C -13.80 -14.48 -6.14
C -13.08 -12.06 -6.23
H -14.75 -18.04 2.18
H -6.19 -21.59 3.20
H -10.93 -15.06 0.56
H -14.10 -11.80 -6.50
H -12.82 -19.74 -1.28
H -12.56 -16.43 -0.34
H -12.29 -12.31 4.44
H -12.53 -11.43 -6.92
H -8.04 -21.19 3.57
H -7.65 -20.34 2.09
H -9.37 -12.05 2.01
H -4.83 -23.50 0.64
H -9.35 -18.15 -1.52
H -10.42 -11.36 -0.77
H -16.00 -19.34 2.51
H -12.09 -11.04 -4.71
H -14.86 -14.20 -6.17
H -16.97 -12.90 -0.54
H -11.13 -15.31 -2.28
H -13.79 -15.50 -6.52
H -12.71 -16.16 1.99
H -13.94 -14.31 2.69
H -6.40 -15.25 3.45
H -6.66 -12.97 2.79
H -14.37 -13.93 1.02
H -12.18 -13.72 0.25
H -9.79 -16.93 -0.41
H -18.78 -17.20 0.77
H -16.58 -17.97 -0.83
H -8.54 -16.21 -2.56
H -8.41 -15.35 1.47
H -17.18 -13.71 -2.13
H -13.54 -10.41 -2.83
H -13.47 -9.96 4.76
H -6.80 -23.24 2.60
H -11.43 -18.22 -0.54
H -9.92 -16.65 -3.59
H -8.61 -21.83 0.72
H -14.32 -12.65 5.62
H -10.11 -19.98 2.37
H -11.49 -10.05 -0.39
H -15.86 -11.43 -2.54
H -15.14 -15.32 1.90
H -9.59 -20.01 0.77
H -4.05 -22.09 0.42
H -16.24 -16.71 0.87
H -9.26 -8.52 1.13
H -11.03 -21.47 -0.21
H -11.46 -14.07 1.74
H -11.95 -12.79 -4.53
H -14.30 -10.21 2.48
H -18.27 -17.48 2.42
H -11.59 -11.50 0.57
H -14.75 -11.00 6.25
H -13.60 -14.62 -5.08
H -14.31 -12.94 -3.91
H -16.29 -17.69 3.04
H -15.18 -11.17 -0.92
H -11.96 -21.72 1.31
H -10.60 -10.02 1.93
H -4.49 -12.76 1.69
H -12.83 -11.79 -2.04
H -8.29 -10.76 2.42
H -6.07 -15.85 1.92
H -15.06 -11.79 2.85
H -8.11 -11.46 0.83
H -16.29 -14.51 -0.91
H -4.33 -22.58 2.10
H -13.10 -11.50 6.34
H -18.40 -18.86 1.33
H -15.52 -10.48 3.71
H -13.87 -20.81 -0.51
H -13.99 -19.04 -0.21
H -6.67 -13.25 1.19
*
```

Kohn-Sham gap: 8.94 eV
highest occupied orbital energy: -8.42 eV
structure (SMILES): COCCNCCOC.COCCNCCOC.CC(C)O.CC(C)O.CC(C)O.CC(C)O.OCCO.OCCO



Record 4
DFT (the ωB97M-V functional and the def2-TZVPD basis) results for the molecule C5H7NO in a non-equilibrium geometry.

ORCA input file:
```
! RIJCOSX wB97M-V def2-TZVPD def2/J DEFGRID3
* xyz 0 1
O 0.24 1.11 -1.40
N 0.18 -1.54 2.52
C -0.72 1.43 0.80
C 0.18 -1.16 1.44
C 1.07 -1.53 -0.87
C 0.43 -0.66 -0.11
C -0.55 0.42 -0.31
H -1.22 2.31 0.41
H -1.33 1.01 1.60
H 0.18 0.61 -2.22
H 1.61 -2.36 -0.42
H -1.50 0.03 -0.70
H 0.24 1.73 1.20
H 1.17 -1.41 -1.93
*
```

Kohn-Sham gap: 10.73 eV
highest occupied orbital energy: -10.44 eV
structure (SMILES): C=C(C#N)[C@@H](C)O



Record 5
DFT (the ωB97M-V functional and the def2-TZVPD basis) results for the molecule CCl2N2O4 in a non-equilibrium geometry.

ORCA input file:
```
! RIJCOSX wB97M-V def2-TZVPD def2/J DEFGRID3
* xyz 0 1
Cl 0.77 0.36 -2.10
Cl -0.62 -2.03 -0.80
O 2.04 -1.15 0.56
O -1.41 0.43 1.17
O 1.21 0.84 0.96
O -1.97 0.82 -0.93
N 1.28 -0.24 0.44
N -1.34 0.47 -0.01
C 0.10 -0.43 -0.59
*
```

Kohn-Sham gap: 10.28 eV
highest occupied orbital energy: -11.02 eV
structure (SMILES): O=[N+]([O-])C(Cl)(Cl)[N+](=O)[O-]



Record 6
DFT (the ωB97M-V functional and the def2-TZVPD basis) results for a cluster of 2 separate species, C2ClN5 in total in a non-equilibrium geometry.

ORCA input file:
```
! RIJCOSX wB97M-V def2-TZVPD def2/J DEFGRID3
* xyz 0 1
Cl 2.13 1.67 0.06
N -0.44 2.03 -0.05
N -0.36 -0.43 -0.03
N -1.84 -2.14 0.37
N -1.21 -1.25 0.17
N 2.34 -1.01 -0.42
C 2.11 0.11 -0.15
C -0.41 0.89 -0.09
*
```

Kohn-Sham gap: 10.55 eV
highest occupied orbital energy: -10.35 eV



Record 7
DFT (the ωB97M-V functional and the def2-TZVPD basis) results for a structure of composition C10H14B2F4N6Sn in a non-equilibrium geometry.

ORCA input file:
```
! RIJCOSX wB97M-V def2-TZVPD def2/J DEFGRID3
* xyz 0 1
Sn -0.45 -0.27 0.78
F 0.14 0.10 2.98
F 1.31 -0.32 5.04
F -0.36 1.30 5.01
F -0.92 -0.95 4.94
N 0.62 1.95 -1.02
N -1.43 -0.27 -1.34
N 0.23 1.76 0.28
N -0.64 0.23 -2.34
N 1.67 -0.30 -1.44
N 1.50 -0.78 -0.17
C -2.53 -0.38 -3.28
C 3.20 -1.87 -1.13
C -2.60 -0.66 -1.91
C 2.66 -0.97 -2.04
C -2.14 -2.86 2.67
C 0.21 2.97 0.89
C 2.46 -1.72 0.05
C 0.53 3.94 -0.07
C -1.29 0.17 -3.51
C 0.77 3.26 -1.25
B 0.03 0.02 4.71
B 0.78 0.81 -2.07
H -0.80 0.52 -4.42
H -3.30 -0.56 -4.02
H -1.14 -3.26 2.50
H 0.56 5.00 0.06
H -2.14 -1.76 2.62
H 2.90 -0.76 -3.06
H -0.02 3.13 1.93
H 2.59 -2.24 0.98
H -2.47 -3.17 3.66
H -3.42 -1.10 -1.37
H 1.26 1.23 -3.08
H 1.03 3.60 -2.22
H 4.00 -2.54 -1.31
H -2.83 -3.27 1.93
*
```

Kohn-Sham gap: 8.97 eV
highest occupied orbital energy: -8.73 eV